Entry 1
Entry from OMol25: 2 unconnected molecules or ions with the total composition C8H12N4 (the ωB97M-V functional and the def2-TZVPD basis).

The structure (SMILES) is Cc1cnc[nH]1.Cc1cnc[nH]1. The molecular weight comes out at 164.21 g/mol. The gap between HOMO and LUMO is 8.85 eV. The highest occupied orbital energy comes out at -8.5 eV.

Geometry as XYZ:
```
24
Properties=species:S:1:pos:R:3:lowdin_charge:R:1
C -2.709 -4.505 -5.661 -0.057
C -3.073 -4.808 -4.256 -0.278
C -3.586 -5.852 -3.545 -0.122
N -3.609 -5.568 -2.199 0.059
C -3.081 -4.360 -2.090 -0.253
N -2.838 -3.765 -3.268 0.063
H -1.644 -4.266 -5.820 0.081
H -3.320 -3.792 -6.241 0.080
H -2.901 -5.522 -6.040 0.083
H -3.937 -6.838 -3.851 0.110
H -2.887 -3.964 -1.093 0.131
H -2.366 -2.880 -3.468 0.129
C -2.504 1.859 -2.814 -0.053
C -2.955 0.615 -2.127 -0.322
C -3.433 0.515 -0.843 -0.094
N -3.702 -0.828 -0.703 0.048
C -3.225 -1.470 -1.771 -0.257
N -2.858 -0.654 -2.712 0.090
H -1.781 2.442 -2.219 0.082
H -3.394 2.483 -2.997 0.080
H -2.042 1.611 -3.784 0.072
H -3.800 1.242 -0.118 0.113
H -3.319 -2.531 -2.004 0.048
H -2.747 -0.807 -3.717 0.165
```

=====

Entry 2
Entry from OMol25: 4 unconnected molecules or ions with the total composition C8H12N4 (the ωB97M-V functional and the def2-TZVPD basis).

The structure (SMILES) is CC#N.CC#N.CC#N.CC#N. The molecular weight comes out at 164.21 g/mol. The gap between HOMO and LUMO is 10.85 eV. The highest occupied orbital energy comes out at -11.1 eV.

Geometry as XYZ:
```
24
Properties=species:S:1:pos:R:3:lowdin_charge:R:1
C 1.191 -18.124 20.021 -0.118
C 2.188 -17.130 20.249 -0.287
N 2.997 -16.298 20.442 0.120
H 0.172 -18.016 20.392 0.076
H 1.547 -19.117 20.295 0.084
H 0.977 -18.132 18.952 0.049
C -2.087 -16.465 16.126 -0.062
C -1.339 -16.369 17.333 -0.300
N -0.743 -16.293 18.273 0.186
H -1.449 -16.381 15.246 0.051
H -2.863 -15.700 16.175 0.100
H -2.391 -17.510 16.064 0.085
C 0.772 -17.200 14.825 -0.075
C 1.919 -18.022 15.203 -0.294
N 2.753 -18.723 15.506 0.140
H -0.118 -17.799 14.627 0.076
H 1.108 -17.008 13.806 0.092
H 0.670 -16.415 15.574 0.077
C -3.697 -21.104 16.217 -0.091
C -3.221 -22.379 16.646 -0.286
N -2.859 -23.412 17.074 0.131
H -3.778 -21.084 15.131 0.086
H -3.009 -20.320 16.532 0.072
H -4.638 -20.819 16.688 0.088
```

=====

Going by the computed energies, the most stable comes first: entry 1, entry 2.

=====

Entry 1
Entry from OMol25: a molecular structure, C2H6N4 (the ωB97M-V functional and the def2-TZVPD basis).

The molecular weight comes out at 86.10 g/mol. The gap between HOMO and LUMO is 9.24 eV. The highest occupied orbital energy comes out at -9.0 eV.

Geometry as XYZ:
```
12
Properties=species:S:1:pos:R:3:lowdin_charge:R:1
C 0.489 -0.432 -0.791 -0.094
C 1.358 -0.429 0.602 -0.220
H -0.956 0.131 -2.574 0.079
H -2.428 -0.030 -1.478 0.165
H 0.919 -0.554 -1.895 0.133
H 2.530 -0.499 0.312 0.121
H -0.117 0.745 2.935 0.180
H -0.536 0.671 1.301 0.088
N -1.417 0.548 -1.672 -0.079
N -0.521 0.370 -0.579 -0.144
N 1.005 -0.353 1.769 -0.161
N -0.326 -0.167 2.069 -0.068
```

=====

Entry 2
Entry from OMol25: a single C2H6N4 molecule (the ωB97M-V functional and the def2-TZVPD basis).

The molecular weight comes out at 86.10 g/mol. The gap between HOMO and LUMO (alpha / beta) is 9.31 / 9.31 eV. The highest occupied orbital energy (alpha / beta) comes out at -9.0 / -9.0 eV.

Geometry as XYZ:
```
12
Properties=species:S:1:pos:R:3:lowdin_charge:R:1
C 1.417 -0.341 -0.527 -0.105
N 0.257 -0.207 0.346 -0.156
N -0.092 1.073 0.574 -0.176
N -1.191 1.301 1.201 0.102
C -1.201 -0.867 -0.266 -0.267
N -2.237 -0.334 0.029 0.063
H 0.094 1.746 -0.175 0.154
H -1.308 0.567 1.899 0.063
H -0.905 -1.742 -0.830 0.087
H 2.333 -0.135 0.029 0.079
H 1.375 0.313 -1.411 0.080
H 1.459 -1.374 -0.870 0.076
```

=====

Entry 3
Entry from OMol25: a molecular structure, C2H6N4 (the ωB97M-V functional and the def2-TZVPD basis).

The molecular weight comes out at 86.10 g/mol. The gap between HOMO and LUMO is 9.33 eV. The highest occupied orbital energy comes out at -8.4 eV.

Geometry as XYZ:
```
12
Properties=species:S:1:pos:R:3:lowdin_charge:R:1
C -0.043 -1.023 -1.170 -0.210
C 0.520 0.571 1.011 -0.041
N -1.130 -0.639 -0.321 -0.006
N -0.753 0.869 0.516 -0.215
N 0.011 -1.321 0.242 -0.069
N -0.167 1.939 -0.070 0.020
H -0.198 -2.269 0.541 0.116
H -0.757 2.750 0.158 0.051
H -0.232 -1.818 -1.887 0.100
H 0.668 -0.263 -1.499 0.093
H 0.672 0.710 2.078 0.087
H 1.409 0.494 0.400 0.075
```

=====

Entry 4
Entry from OMol25: a molecular structure, C2H6N4 (the ωB97M-V functional and the def2-TZVPD basis).

The molecular weight comes out at 86.10 g/mol. The gap between HOMO and LUMO is 9.76 eV. The highest occupied orbital energy comes out at -8.8 eV.

Geometry as XYZ:
```
12
Properties=species:S:1:pos:R:3:lowdin_charge:R:1
C -1.087 -1.024 0.088 -0.241
C -1.189 0.478 -0.108 -0.166
N 0.066 -1.508 -0.093 0.114
N 0.096 0.891 -0.829 -0.032
N 1.103 -0.049 -0.521 -0.215
N 1.915 0.257 0.473 -0.013
H -1.879 -1.467 0.547 0.066
H -2.168 0.932 -0.512 0.131
H -1.152 0.746 0.944 0.087
H -0.038 0.698 -1.770 0.064
H 1.565 0.169 1.555 0.163
H 2.767 -0.122 0.228 0.043
```

=====

Going by the computed energies, the most stable comes first: entry 2, entry 4, entry 1, entry 3.

=====

Entry 1
Entry from OMol25: a molecular structure, C8H14O (the ωB97M-V functional and the def2-TZVPD basis).

The molecular weight comes out at 126.20 g/mol. The gap between HOMO and LUMO is 8.63 eV. The highest occupied orbital energy comes out at -7.7 eV.

Geometry as XYZ:
```
23
Properties=species:S:1:pos:R:3:lowdin_charge:R:1
C -1.557 -1.421 -0.425 -0.145
C 1.583 2.668 1.200 -0.053
C -0.864 1.531 -0.500 -0.077
C 0.878 -1.834 0.920 -0.064
C -1.303 -1.821 -1.859 -0.144
C 1.633 1.176 0.902 -0.279
C -0.006 0.475 0.074 -0.144
C 0.055 -0.761 0.353 -0.185
O 2.654 0.563 1.098 0.045
H -2.377 -0.719 -0.301 0.073
H -1.726 -2.271 0.231 0.071
H 2.454 2.973 1.782 0.077
H 1.581 3.221 0.258 0.075
H 0.669 2.908 1.747 0.078
H -1.569 1.915 0.242 0.093
H -0.253 2.364 -0.847 0.071
H -1.416 1.162 -1.362 0.072
H 1.793 -1.420 1.359 0.066
H 1.149 -2.548 0.142 0.088
H 0.325 -2.366 1.695 0.085
H -2.172 -2.323 -2.300 0.069
H -1.069 -0.955 -2.479 0.063
H -0.464 -2.516 -1.932 0.067
```

=====

Entry 2
Entry from OMol25: 2 unconnected molecules or ions with the total composition C8H14O (the ωB97M-V functional and the def2-TZVPD basis).

The structure (SMILES) is C=C(C)C(C)=O.C=CC. The molecular weight comes out at 126.20 g/mol. The gap between HOMO and LUMO is 9.44 eV. The highest occupied orbital energy comes out at -8.6 eV.

Geometry as XYZ:
```
23
Properties=species:S:1:pos:R:3:lowdin_charge:R:1
C -2.181 -0.384 0.542 0.037
C -1.409 0.377 -0.237 -0.283
C -1.898 1.072 -1.468 -0.072
C 0.201 1.012 0.307 -0.492
C 0.341 0.863 1.803 -0.015
O 0.529 2.017 -0.301 0.014
H -3.202 -0.627 0.259 0.066
H -1.805 -0.893 1.421 0.050
H -1.537 2.100 -1.535 0.076
H -1.546 0.555 -2.366 0.087
H -2.989 1.117 -1.505 0.079
H -0.219 1.670 2.278 0.103
H 1.397 0.968 2.056 0.095
H -0.001 -0.094 2.187 0.065
C 2.122 -0.249 -1.385 0.046
C 1.282 -0.662 -0.443 -0.262
C 1.453 -1.872 0.425 -0.093
H 1.924 0.674 -1.922 0.067
H 3.052 -0.767 -1.599 0.069
H 0.004 -0.302 -0.484 0.138
H 1.996 -2.665 -0.097 0.078
H 0.484 -2.281 0.726 0.071
H 2.004 -1.629 1.338 0.078
```

=====

Entry 3
Entry from OMol25: a single C8H14O molecule (the ωB97M-V functional and the def2-TZVPD basis).

The structure (SMILES) is C=C[C@@](C)(O)/C(C)=C/C. The molecular weight comes out at 126.20 g/mol. The gap between HOMO and LUMO is 9.55 eV. The highest occupied orbital energy comes out at -8.6 eV.

Geometry as XYZ:
```
23
Properties=species:S:1:pos:R:3:lowdin_charge:R:1
C -1.552 0.504 -1.815 0.018
C -0.510 1.179 -1.353 -0.098
C 0.797 0.639 -0.662 -0.533
C 1.648 -0.098 -1.687 -0.021
O 1.579 1.700 -0.159 0.002
C 0.175 -0.193 0.441 -0.246
C 0.321 -1.688 0.438 -0.039
C -0.467 0.416 1.456 -0.116
C -1.068 -0.309 2.619 -0.094
H -2.313 0.990 -2.408 0.054
H -1.736 -0.530 -1.551 0.062
H -0.384 2.225 -1.621 0.108
H 2.514 -0.543 -1.205 0.091
H 1.971 0.633 -2.428 0.093
H 1.069 -0.870 -2.197 0.087
H 1.108 2.159 0.529 0.074
H 0.757 -2.016 1.377 0.086
H -0.653 -2.170 0.338 0.086
H 0.958 -2.042 -0.367 0.063
H -0.559 1.494 1.486 0.105
H -1.758 0.339 3.152 0.069
H -0.296 -0.619 3.326 0.082
H -1.600 -1.198 2.294 0.070
```

=====

Going by the computed energies, the most stable comes first: entry 3, entry 1, entry 2.